Computed, not measured: a 10-piece molecular cluster, C25H55Br10N5O5 overall at a distorted geometry, with wB97M-V/def2-TZVPD.

Calculated values
Kohn-Sham gap: 8.40 eV
Relative energy (zero: lowest compared OMol25 entry of this formula, charge and spin): 1.9233 eV
Molecular weight: 1304.79 g mol⁻¹
Total energy: -27375.6320 a.u.
Max |F|: 2.80 eV/A
HOMO level: -8.368 eV

Geometry as XYZ:
```
100
Properties=species:S:1:pos:R:3:forces:R:3
Br 0.966914 3.490247 -15.004895 -0.3 -0.5 -0.6
C -0.232704 2.034193 -15.712026 1.2 0.0 0.1
C 0.410812 0.694289 -15.376430 0.2 1.1 1.0
Br -0.955330 -0.703664 -15.291429 0.6 0.3 0.1
H -0.286082 2.161114 -16.788073 -0.4 0.4 0.2
H -1.105668 2.287441 -15.124726 -0.4 -0.4 -0.4
H 0.810549 0.853720 -14.379437 -0.2 -0.7 0.2
H 1.276003 0.451327 -15.986289 -0.5 -0.3 -0.5
Br 5.988405 -1.426958 -16.685247 -0.7 0.1 -0.1
C 4.160917 -0.899373 -17.235565 0.1 -0.6 -0.7
C 4.252711 0.465219 -17.847704 -0.4 1.4 0.3
Br 2.489561 1.147419 -18.475349 0.4 -0.5 -0.1
H 3.455541 -1.069233 -16.427773 0.3 0.5 0.4
H 3.830513 -1.586885 -18.014772 0.4 -0.2 0.0
H 4.953551 0.521738 -18.674817 -0.3 -0.3 -0.2
H 4.514643 1.292430 -17.193184 0.2 -0.4 0.4
Br 1.863459 6.215953 -13.038062 0.9 0.2 0.0
C 3.789876 6.157523 -13.474850 0.6 0.6 -1.1
C 4.051190 4.987969 -14.401385 -0.1 -0.7 1.0
Br 5.985336 4.810952 -14.731039 -0.7 0.2 0.0
H 4.434775 6.197163 -12.601504 -0.5 -0.5 0.4
H 4.088832 7.046096 -14.035342 -0.7 0.3 0.1
H 3.486450 5.050580 -15.325704 0.3 0.2 -0.2
H 3.736550 4.068132 -13.911327 0.2 -0.1 -0.1
Br -0.346839 1.461208 -12.196087 0.3 0.5 0.1
C 1.036058 2.575740 -11.393320 -0.9 0.6 1.9
C 0.361549 3.717241 -10.598203 -0.1 0.9 -1.8
Br -1.011438 3.187933 -9.337010 0.5 0.2 -0.1
H 1.682239 3.023949 -12.139859 0.0 -0.3 -0.2
H 1.549242 1.968501 -10.652550 0.3 -0.3 -0.5
H -0.088652 4.378823 -11.346054 -0.7 -0.4 0.1
H 1.055065 4.450040 -10.182507 0.3 -0.7 0.7
Br -5.831027 1.265444 -17.660444 -0.1 0.3 0.0
C -5.273132 2.197335 -16.037267 -0.8 -1.1 1.2
C -4.367238 1.281576 -15.244323 1.2 0.5 -0.6
Br -4.007360 2.131961 -13.471072 -0.2 -0.7 -0.8
H -6.178707 2.199459 -15.430997 -0.2 0.8 -0.4
H -4.836233 3.171488 -16.219056 -0.1 -0.1 -0.3
H -3.405459 1.206134 -15.752165 0.1 0.0 0.4
H -4.755860 0.270272 -15.166614 -0.2 0.1 0.5
C -2.506509 5.015273 -16.994971 -0.4 -0.1 0.5
O -2.383380 3.833209 -16.694348 0.1 0.2 -0.5
N -2.984307 5.951535 -16.161112 -0.7 -0.7 -0.1
C -3.194732 7.315821 -16.571582 0.7 0.7 0.6
C -3.543710 5.602432 -14.836143 0.7 1.3 -1.0
H -2.264843 5.453868 -17.977205 0.2 -0.3 -0.1
H -3.054977 7.467153 -17.639648 -0.5 -0.2 -0.1
H -2.460802 7.995247 -16.114046 0.1 -0.2 0.1
H -4.145850 7.661430 -16.163941 -0.2 0.0 -0.6
H -3.340965 4.575045 -14.576261 0.4 0.0 0.2
H -3.054508 6.381701 -14.246166 -0.3 -0.6 1.0
H -4.620953 5.782369 -14.825883 0.0 0.0 -0.1
C -3.507573 -3.478418 -15.838767 0.1 -0.2 -0.3
O -3.391513 -4.117070 -16.855195 -0.1 -0.2 -0.2
N -4.306052 -3.820247 -14.794542 0.8 -0.4 -0.1
C -4.329733 -3.016928 -13.618465 -0.1 1.8 0.8
C -5.091227 -5.016034 -14.855242 -2.8 0.1 0.2
H -2.969216 -2.529627 -15.703956 0.0 0.1 0.2
H -5.144982 -2.278296 -13.604442 -0.4 -0.5 0.0
H -3.472592 -2.337086 -13.546775 0.3 -0.4 -0.4
H -4.339687 -3.519996 -12.650633 -0.1 -0.6 -0.3
H -6.166237 -4.745838 -14.842214 0.1 0.4 0.3
H -5.144338 -5.544389 -15.802705 1.4 -0.1 0.0
H -5.039647 -5.651248 -13.970852 0.8 -0.2 -0.2
C 1.626105 -2.832384 -10.290014 -0.2 1.0 0.6
O 2.649229 -2.242733 -10.574018 0.2 -0.2 -0.2
N 0.451138 -2.681781 -10.948394 0.3 0.1 -0.4
C 0.407734 -1.855822 -12.132120 -0.5 -0.1 -0.7
C -0.654905 -3.599438 -10.812509 0.4 -0.4 0.2
H 1.543622 -3.370049 -9.333597 -0.1 -0.5 -0.2
H 0.350524 -2.427522 -13.066412 0.2 -0.3 0.2
H 1.249891 -1.179202 -12.221561 0.0 0.0 0.4
H -0.526627 -1.296066 -12.121285 0.1 0.2 0.1
H -0.469978 -4.475961 -11.443190 -0.3 -0.1 0.1
H -0.755039 -3.914589 -9.772940 0.0 -0.1 -0.1
H -1.581102 -3.125801 -11.133013 0.0 0.1 0.1
C -0.198894 2.666053 -19.862464 0.7 0.9 -0.9
O -0.167222 1.836772 -20.745996 -0.1 -0.3 0.2
N 0.597521 3.766490 -19.848243 -0.2 -0.3 0.6
C 0.593871 4.644726 -18.702469 0.3 0.1 0.3
C 1.620682 4.079891 -20.813871 -0.4 -0.2 -1.0
H -0.918600 2.708210 -19.031709 0.0 -0.3 0.0
H 1.619561 4.762664 -18.338076 0.0 0.1 0.0
H 0.038869 4.224578 -17.863838 -0.2 0.0 -0.2
H 0.191894 5.631092 -18.956343 0.1 0.0 0.0
H 1.439340 5.129225 -21.063180 0.9 0.2 0.3
H 2.609687 3.774615 -20.465889 0.1 0.7 0.3
H 1.533815 3.594838 -21.788358 -0.6 -0.5 0.3
C -1.762409 -0.929588 -20.161158 -0.7 0.7 -0.7
O -1.293772 -1.773321 -19.436965 0.5 -0.3 0.1
N -2.391567 0.188241 -19.733035 -0.4 -0.2 1.6
C -3.105115 1.203766 -20.506673 0.7 -1.5 -0.3
C -2.352868 0.457079 -18.305666 0.3 2.0 0.5
H -1.758327 -0.975789 -21.260731 0.1 -0.2 -0.1
H -3.299723 0.758711 -21.483827 -0.2 0.2 -0.1
H -2.494047 2.093881 -20.653197 -0.3 0.1 0.1
H -4.036319 1.369445 -19.979557 -0.2 0.4 -0.2
H -1.957667 -0.274475 -17.612764 -0.2 -0.6 -0.8
H -1.705599 1.338426 -18.167392 0.1 -0.3 0.1
H -3.293693 0.860692 -17.902082 0.0 -0.6 -0.5
```
Forces are in eV/Å.

Atom charges from the Mulliken analysis, given in e for atoms 1 to 99:
1. Br -0.131
2. C 0.411
3. C 0.145
4. Br -0.093
5. H -0.410
6. H 0.026
7. H 0.276
8. H -0.117
9. Br -0.170
10. C -0.469
11. C -0.746
12. Br 0.007
13. H 0.312
14. H 0.357
15. H 0.450
16. H 0.347
17. Br -0.185
18. C -0.490
19. C -0.457
20. Br -0.148
21. H 0.424
22. H 0.407
23. H 0.253
24. H 0.203
25. Br 0.018
26. C 0.020
27. C -0.734
28. Br -0.171
29. H -0.200
30. H 0.410
31. H 0.218
32. H 0.496
33. Br -0.181
34. C -0.411
35. C 0.026
36. Br -0.207
37. H 0.491
38. H 0.086
39. H -0.403
40. H 0.534
41. C 0.056
42. O -0.197
43. N 0.198
44. C -0.926
45. C -0.717
46. H 0.185
47. H 0.308
48. H 0.337
49. H 0.319
50. H -0.077
51. H 0.475
52. H 0.281
53. C 0.553
54. O -0.641
55. N 0.142
56. C -0.763
57. C -1.025
58. H -0.102
59. H 0.293
60. H 0.118
61. H 0.334
62. H 0.363
63. H 0.328
64. H 0.316
65. C 0.063
66. O -0.555
67. N 0.229
68. C -0.906
69. C -0.873
70. H 0.295
71. H 0.384
72. H 0.337
73. H 0.116
74. H 0.339
75. H 0.322
76. H 0.215
77. C 0.391
78. O -0.623
79. N 0.223
80. C -0.631
81. C -0.985
82. H -0.056
83. H 0.371
84. H -0.171
85. H 0.267
86. H 0.376
87. H 0.273
88. H 0.306
89. C 0.005
90. O -0.537
91. N 0.485
92. C -0.564
93. C 0.350
94. H 0.270
95. H 0.373
96. H 0.161
97. H 0.069
98. H 0.097
99. H -0.257



Computed, not measured: C25H55ClO10Si2 as an isolated structure at a distorted geometry, with wB97M-V/def2-TZVPD.

Calculated values
Kohn-Sham gap: 9.85 eV
Molecular weight: 607.33 g mol⁻¹
Total energy: -2777.2842 a.u.
Max |F|: 2.69 eV/A
HOMO level: -9.236 eV

Geometry as XYZ:
```
93
Properties=species:S:1:pos:R:3:forces:R:3
C -2.981000 0.535219 -5.424574 0.6 -0.1 1.1
C -2.787354 0.367163 -3.861857 -0.5 0.1 -0.4
C -3.296810 1.638091 -3.074284 0.8 -0.3 -0.5
C -2.068981 2.620326 -2.939711 -0.4 -1.1 0.4
C -1.232392 2.168057 -1.694282 -0.6 0.2 -0.2
C -1.973539 2.430419 -0.326444 1.2 -0.3 -0.7
C -0.923648 2.554189 0.828553 -1.0 -0.5 -0.1
C -0.416035 1.159466 1.335667 -0.5 0.7 0.5
C 0.076148 1.283807 2.818475 1.0 -1.2 -0.8
C 1.151699 0.171423 3.132772 -0.3 0.9 0.1
C 1.776183 0.435726 4.531381 -0.2 -0.6 0.7
C 2.795310 -0.663438 4.999936 -0.2 -0.2 -0.8
Si 4.333509 -0.681827 3.844037 -1.4 0.2 0.3
C 4.161285 -2.264483 2.768626 0.0 0.1 1.0
O 5.303904 -2.536227 1.950177 -1.0 0.3 -0.5
C 4.968031 -2.867606 0.611328 0.6 -0.6 -1.1
C 5.094668 -4.416250 0.369244 0.4 1.0 1.2
O 4.383592 -4.827554 -0.782472 0.7 -0.5 0.2
C 5.216905 -5.551415 -1.680804 0.4 0.1 -1.4
C 5.899186 -4.609599 -2.751743 0.0 -0.6 0.3
O 4.247312 0.783685 2.934831 2.4 -1.2 -0.5
Si 5.571034 1.058548 1.918560 -0.9 -0.7 0.0
O 6.923211 0.121639 2.303913 -1.5 1.2 -0.4
Cl 4.916008 0.561702 -0.055899 0.5 0.2 1.0
H -3.776953 1.286067 -5.583851 0.4 -0.5 -0.3
H -2.006480 0.889926 -5.822022 -0.8 0.1 -0.1
H -3.194936 -0.430616 -5.917384 -0.1 0.5 0.2
H -3.292100 -0.539385 -3.471493 0.1 0.4 -0.4
H -1.697625 0.208741 -3.701797 -0.7 0.1 0.2
H -3.686624 1.308581 -2.090663 0.3 0.4 -0.4
H -4.151512 2.112799 -3.608400 0.6 -0.4 0.2
H -1.457402 2.470981 -3.858282 -0.3 0.4 0.5
H -2.380130 3.682414 -2.885719 0.2 -0.5 0.1
H -0.242419 2.667895 -1.737495 -0.5 -0.2 0.3
H -1.060480 1.070557 -1.773374 0.1 0.7 -0.1
H -2.614308 1.541601 -0.139341 0.1 0.8 0.1
H -2.602951 3.335815 -0.437865 0.3 -0.4 0.3
H -0.074984 3.176057 0.472311 -0.4 -0.3 0.4
H -1.435908 3.061407 1.677013 0.5 -0.2 -0.4
H -1.255197 0.430855 1.328248 0.4 0.4 -0.2
H 0.365253 0.766312 0.651841 -0.3 0.2 0.5
H 0.576931 2.264360 2.945143 -0.4 -0.4 0.1
H -0.758551 1.161390 3.534306 0.3 0.4 -0.4
H 0.694278 -0.841241 3.106189 0.1 0.5 0.1
H 1.878385 0.218754 2.295169 -0.1 -0.1 0.7
H 0.934179 0.420260 5.266527 0.5 0.1 -0.5
H 2.240465 1.436989 4.623380 -0.3 -0.4 -0.4
H 2.274464 -1.648162 4.898098 0.4 0.5 0.1
H 3.080708 -0.577438 6.068256 -0.2 0.2 -0.6
H 5.562549 -0.655058 4.639619 0.2 -0.1 0.0
H 3.201588 -2.181243 2.212912 0.6 -0.1 0.0
H 4.023139 -3.104676 3.499620 0.0 0.5 -0.5
H 3.972782 -2.515424 0.274901 0.3 -0.1 0.5
H 5.711614 -2.348903 -0.037815 -0.5 -0.3 0.3
H 6.188826 -4.621989 0.304916 -0.7 -0.1 -0.1
H 4.739387 -4.923858 1.296993 0.0 0.1 -0.7
H 4.630116 -6.299845 -2.254545 -0.1 0.5 0.7
H 6.003976 -6.130948 -1.153596 -0.5 0.4 0.0
H 6.997960 -4.643311 -2.608217 -0.6 0.3 -0.2
H 5.533567 -3.567642 -2.668949 0.2 -0.6 0.1
H 5.660821 -4.982010 -3.770402 0.3 0.3 0.6
H 5.836722 2.500000 1.893181 0.1 -0.2 0.1
H 7.263926 -0.349552 1.539790 0.1 -0.3 0.0
C -3.348127 -6.093738 -6.936920 -0.3 0.0 0.1
C -2.466352 -5.010289 -6.348481 0.2 -0.4 -0.3
O -3.242562 -4.006226 -5.682283 0.1 0.2 0.0
C -3.717049 -4.351578 -4.485461 -0.1 0.1 -0.3
O -3.546770 -5.402786 -3.930869 0.1 -0.1 0.1
O -4.437760 -3.329763 -4.017616 0.1 0.0 0.0
C -5.092521 -3.604468 -2.780105 -0.2 0.1 0.3
H -4.107371 -5.656521 -7.588133 0.1 0.0 -0.1
H -2.751900 -6.803179 -7.512080 0.0 0.1 0.0
H -3.873868 -6.642941 -6.155516 0.1 0.0 0.0
H -1.932245 -4.500175 -7.150101 -0.1 0.2 0.1
H -1.716938 -5.423224 -5.671170 -0.2 0.0 0.1
H -4.386455 -3.952778 -2.027010 0.0 -0.1 -0.1
H -5.883401 -4.339915 -2.930339 0.1 -0.1 0.1
H -5.540422 -2.674730 -2.435015 0.1 0.1 -0.2
C -4.932395 7.421533 5.423733 0.2 0.2 -0.1
C -4.803192 6.003942 4.902783 -0.4 0.1 0.4
O -3.945464 5.942322 3.756212 0.0 -0.2 -0.1
C -2.640525 6.028940 4.013897 -0.2 0.1 -0.2
O -2.137530 6.141968 5.098453 0.1 -0.1 0.2
O -1.986675 5.987291 2.850698 0.0 -0.1 0.0
C -0.577056 6.170621 2.975273 0.4 0.0 -0.1
H -5.256597 8.093278 4.626671 -0.1 -0.1 0.0
H -5.653124 7.465582 6.241190 0.0 0.0 0.0
H -3.976379 7.796535 5.789799 0.0 -0.1 0.1
H -5.778768 5.646985 4.572775 0.2 0.0 -0.2
H -4.452594 5.319665 5.677257 0.2 0.1 -0.1
H -0.146084 5.462993 3.682992 -0.1 0.1 0.1
H -0.357679 7.194607 3.279328 0.0 -0.1 0.1
H -0.133496 5.994519 1.997405 -0.3 0.0 -0.1
```
Forces are in eV/Å.

Partial atomic charges computed with the Mulliken method, in multiples of e:
1. C -1.075
2. C -0.121
3. C -0.630
4. C -0.866
5. C -0.435
6. C -0.754
7. C -0.344
8. C -0.590
9. C -0.809
10. C -0.322
11. C -0.724
12. C -0.937
13. Si 0.572
14. C -0.600
15. O -0.274
16. C -0.408
17. C -0.375
18. O -0.385
19. C -0.276
20. C -0.893
21. O -0.058
22. Si 0.334
23. O -0.464
24. Cl -0.276
25. H 0.285
26. H 0.299
27. H 0.275
28. H 0.098
29. H 0.244
30. H 0.265
31. H 0.411
32. H 0.303
33. H 0.405
34. H 0.494
35. H 0.122
36. H 0.277
37. H 0.349
38. H 0.295
39. H 0.152
40. H 0.294
41. H 0.272
42. H 0.282
43. H 0.339
44. H 0.309
45. H 0.274
46. H 0.511
47. H 0.265
48. H 0.389
49. H 0.435
50. H -0.287
51. H 0.405
52. H 0.267
53. H 0.333
54. H 0.276
55. H 0.273
56. H 0.182
57. H 0.348
58. H 0.319
59. H 0.244
60. H 0.253
61. H 0.311
62. H -0.178
63. H 0.319
64. C -1.106
65. C -0.209
66. O -0.319
67. C 0.762
68. O -0.557
69. O -0.307
70. C -0.728
71. H 0.293
72. H 0.360
73. H 0.311
74. H 0.298
75. H 0.313
76. H 0.327
77. H 0.337
78. H 0.223
79. C -1.098
80. C -0.184
81. O -0.345
82. C 0.770
83. O -0.552
84. O -0.322
85. C -0.677
86. H 0.291
87. H 0.357
88. H 0.310
89. H 0.292
90. H 0.304
91. H 0.296
92. H 0.351
93. H 0.210